{
  "formula": "C30H43BiBrN3O3S2Si",
  "method": "ωB97M-V with the def2-TZVPD basis set",
  "elements": ["Bi", "C", "N", "C", "C", "N", "C", "C", "C", "C", "C", "C", "C", "S", "C", "C", "C", "C", "C", "C", "S", "H", "H", "H", "H", "H", "H", "H", "H", "H", "H", "H", "H", "H", "H", "H", "H", "H", "H", "O", "C", "C", "C", "N", "C", "Br", "C", "H", "H", "H", "H", "O", "O", "C", "Si", "C", "C", "C", "C", "C", "C", "C", "C", "H", "H", "H", "H", "H", "H", "H", "H", "H", "H", "H", "H", "H", "H", "H", "H", "H", "H", "H", "H", "H"],
  "positions_angstrom": [[0.616044, 0.547888, 0.813916], [1.039023, 2.544478, -2.124090], [1.819178, 2.376694, -0.911559], [3.143581, 1.829721, -1.187097], [3.474963, 0.459379, -0.560457], [2.383747, -0.517244, -0.420530], [1.812830, -0.993497, -1.683090], [2.921734, -1.662343, 0.315134], [3.965566, -2.387349, -0.260362], [4.543833, -3.463876, 0.381151], [4.070320, -3.857001, 1.626847], [3.033246, -3.162147, 2.202642], [2.451200, -2.057574, 1.565266], [1.157784, -1.278461, 2.432929], [1.760943, 3.502968, -0.033255], [1.383467, 4.758124, -0.498517], [1.196172, 5.826540, 0.360618], [1.418069, 5.667242, 1.717127], [1.843325, 4.443151, 2.193020], [2.015969, 3.357688, 1.339262], [2.535374, 1.839842, 2.054253], [1.562118, 3.131339, -2.892958], [0.809694, 1.568055, -2.543975], [0.099830, 3.035126, -1.883024], [3.267088, 1.773448, -2.273971], [3.903689, 2.525724, -0.814067], [4.291778, 0.035096, -1.150452], [3.842642, 0.630303, 0.454599], [2.501893, -1.656158, -2.207474], [0.889212, -1.529469, -1.459733], [1.579657, -0.162560, -2.337248], [4.347831, -2.110695, -1.234307], [5.357556, -3.994179, -0.090238], [4.518367, -4.692342, 2.145160], [2.638119, -3.442575, 3.168455], [1.223927, 4.913926, -1.553101], [0.879150, 6.779426, -0.038585], [1.266530, 6.489980, 2.401509], [2.040895, 4.297111, 3.245459], [-4.504389, 3.612013, -4.344940], [-3.655851, 2.950765, -3.537184], [-3.325862, 3.393600, -2.254578], [-2.423119, 2.656978, -1.515732], [-1.840517, 1.560358, -1.966072], [-2.158081, 1.149278, -3.173198], [-1.225547, -0.382964, -3.773436], [-3.055180, 1.784758, -4.013155], [-4.847146, 4.404550, -3.911008], [-3.759262, 4.294844, -1.849282], [-2.133850, 2.967334, -0.522963], [-3.292025, 1.410336, -4.994514], [-0.837508, -0.974004, -0.179654], [-1.458384, -1.650306, 0.895298], [-2.772825, -2.789197, 2.841653], [-2.829323, -1.272385, 1.702169], [-2.790348, 0.309371, 2.838422], [-4.013147, 0.339713, 3.761607], [-2.767245, 1.605989, 2.026878], [-1.548191, 0.300308, 3.731019], [-4.399679, -1.392193, 0.561147], [-4.701603, -0.100234, -0.204537], [-5.648701, -1.784337, 1.353983], [-4.128966, -2.491277, -0.469662], [-3.636637, -2.830980, 3.493200], [-1.880996, -2.779543, 3.457945], [-2.754596, -3.701353, 2.256707], [-4.932122, 0.409723, 3.186942], [-3.968971, 1.206283, 4.421379], [-4.053017, -0.554631, 4.378127], [-3.721535, 1.766345, 1.532465], [-1.985414, 1.562131, 1.266645], [-2.571070, 2.462198, 2.676299], [-1.422928, -0.647621, 4.245294], [-1.610700, 1.092799, 4.477661], [-0.647606, 0.478993, 3.142126], [-5.205010, 0.623383, 0.433856], [-5.366274, -0.306077, -1.045488], [-3.789158, 0.343084, -0.597957], [-5.893507, -1.034830, 2.099778], [-5.504096, -2.733422, 1.860853], [-6.508534, -1.882551, 0.692793], [-3.235075, -2.265910, -1.043319], [-4.968969, -2.584089, -1.158367], [-3.983452, -3.450028, 0.019177]],
  "forces_ev_per_a": [[-0.73, -0.27, -0.33], [-0.14, 0.08, -0.32], [-0.07, -0.08, 0.13], [0.32, -0.25, 0.01], [0.68, 0.52, 0.03], [-0.02, 0.00, 0.35], [-0.31, -0.23, -0.52], [0.31, -0.63, 0.30], [0.07, -0.01, -0.07], [0.00, -0.01, -0.05], [0.02, 0.07, -0.02], [0.00, 0.07, -0.08], [-0.08, 0.21, -0.11], [-0.03, -0.21, 0.47], [-0.05, 0.43, 0.31], [-0.08, 0.04, -0.13], [0.02, 0.10, -0.03], [0.03, 0.09, 0.04], [-0.04, 0.16, -0.07], [0.19, -0.23, 0.06], [0.15, 0.09, 0.47], [0.01, 0.02, 0.09], [-0.07, 0.07, -0.08], [0.11, -0.10, -0.10], [-0.03, 0.00, 0.08], [-0.01, -0.15, -0.09], [-0.08, -0.10, -0.05], [0.04, -0.14, -0.39], [0.05, 0.05, 0.02], [0.01, -0.01, -0.03], [-0.02, 0.14, 0.00], [-0.01, 0.04, -0.01], [0.05, -0.03, -0.04], [0.00, -0.07, 0.02], [0.03, -0.07, 0.06], [-0.06, 0.01, -0.12], [0.00, 0.06, -0.01], [0.00, 0.06, 0.02], [-0.03, -0.01, 0.04], [-0.20, 0.08, -0.16], [0.43, -0.21, 0.38], [-0.14, 0.02, -0.17], [-0.28, 0.27, -0.16], [0.28, -0.51, 0.06], [-0.02, 0.28, 0.13], [-0.08, -0.14, -0.16], [-0.22, 0.16, 0.03], [0.09, -0.16, 0.00], [-0.08, 0.12, 0.06], [-0.03, 0.14, 0.17], [0.02, -0.04, -0.11], [0.31, 0.80, -0.70], [0.58, -0.45, 0.32], [-0.32, 0.56, -0.22], [-1.04, -0.48, 0.68], [0.03, 0.02, -0.22], [0.06, -0.23, -0.31], [-0.07, -0.20, -0.01], [-0.06, -0.20, -0.29], [0.12, 0.15, 0.05], [0.18, -0.01, 0.14], [0.29, 0.06, 0.12], [0.31, 0.09, 0.20], [-0.25, -0.05, 0.26], [0.22, 0.06, 0.08], [0.01, -0.16, -0.21], [-0.19, 0.01, 0.01], [0.06, 0.13, 0.09], [-0.11, -0.11, 0.14], [-0.03, 0.11, -0.15], [-0.05, 0.18, -0.11], [0.04, 0.10, 0.06], [0.10, -0.12, 0.12], [0.00, 0.12, 0.05], [0.08, 0.05, 0.23], [0.01, 0.18, 0.05], [-0.10, -0.05, -0.09], [0.06, 0.13, -0.13], [-0.14, 0.06, 0.15], [-0.05, -0.19, 0.12], [-0.12, -0.03, -0.18], [0.18, -0.02, -0.17], [-0.17, 0.01, -0.05], [0.07, -0.24, 0.02]],
  "homo_ev": -7.1649,
  "orbital_gap_ev": 7.4,
  "charge": 0,
  "e_lumo_ev": 0.23
}